[1]
75
Properties=species:S:1:pos:R:3 method="wB97M-V/def2-TZVPD" total_charge=+1 e_tot_ev=-45410.1619 mol_weight_g_mol=522.67
O 3.87254 -2.22494 -2.93234
H -5.23268 3.69504 -2.44363
C -4.04670 -0.89041 3.21984
O 3.74849 3.65304 -1.83710
C -2.70682 0.76329 -2.56024
H 1.96493 -1.07098 -1.28433
N -2.04028 -2.43058 3.46393
H 1.28300 3.65929 -0.67630
O -4.02587 2.03323 0.93509
H -2.93092 3.99260 -1.53134
H 1.43935 2.01224 0.03655
H 5.54126 -3.84668 0.93095
C 2.80546 -1.77376 0.56146
H -6.11166 2.17626 1.01714
H -1.95367 -0.02157 -2.64508
C -2.53812 -3.47072 4.34434
H 4.05115 2.22443 -3.33580
H -4.26638 -0.37054 -3.50592
H -0.05290 -3.19383 3.21626
H 2.83037 -0.50124 -3.51742
C 2.31544 -2.08822 2.78118
H -3.56875 -3.24781 4.62502
H 3.11438 -1.79791 -4.72627
C 4.77673 -3.08730 -0.94301
C -0.95488 2.05494 -1.41482
C -1.88387 -0.61571 2.10688
H 1.86686 -2.12652 3.76388
H -4.67905 -1.44176 3.90772
H -1.91938 -3.54218 5.24790
C -4.49171 0.26018 2.55927
H 3.57183 3.42319 0.15120
C 3.78120 -2.29145 -1.57889
H 1.39433 3.70384 -3.43959
C 3.42571 3.10832 -3.11599
C 0.55211 -0.88541 1.42313
C 2.83280 -1.58560 -3.69501
H -5.49220 0.64737 2.72612
H -1.65006 1.01965 0.75194
C 4.16952 -3.64526 3.43233
C -2.74778 -1.32401 2.97668
C -3.99336 0.58838 -3.06513
H 4.61163 -3.07109 4.25612
H -0.10967 1.32072 -3.24307
C -0.59519 -1.30269 2.11974
N 1.42009 2.08516 -2.06968
H 0.44703 -0.07760 0.70435
H -5.95230 1.47293 -3.31549
C 3.28788 2.85260 -0.74411
H 5.51131 -3.58454 -1.57177
C -2.31606 0.50328 1.44002
H -5.24112 2.91706 2.40850
C -2.33389 1.94945 -1.90807
C -3.25166 3.02335 -1.91411
C -5.21956 2.73657 1.32459
C 3.81138 -2.57533 1.16958
H 3.78849 1.86359 -0.72510
C -4.52609 2.86267 -2.45254
C 2.77294 -1.63825 -0.81444
H 3.46228 -4.36241 3.87059
C -0.77152 -2.42703 2.95708
C 1.77420 2.67132 -0.78083
H -0.77978 2.58959 -0.47595
H 1.84618 -2.00982 -3.46394
N 3.46844 -2.76689 2.50603
H 4.95625 -4.18748 2.89814
H 3.66917 3.92091 -3.81296
C -3.64412 0.94361 1.65169
C 1.82057 -1.48100 1.60574
H -2.49167 -4.45211 3.85582
C 0.08590 1.75184 -2.24702
C -4.93094 1.62485 -2.96722
C 1.95294 2.75914 -3.27262
H -5.15553 3.67817 0.77979
C 4.79375 -3.22939 0.43652
H 1.78828 2.09788 -4.13597


[2]
15
Properties=species:S:1:pos:R:3 method="wB97M-V/def2-TZVPD" total_charge=0 e_tot_ev=-8841.8335 mol_weight_g_mol=91.11 smiles="CC(=O)O.CN"
H 0.33145 0.46130 1.89829
C 1.91169 1.61564 2.24883
H -0.35267 -2.75119 -1.14547
O -2.03334 -1.13357 -1.22818
H 2.47429 1.91798 1.36913
H -0.12665 1.88770 2.40019
H 0.68763 0.30681 -0.36600
O 0.04785 -1.91711 -1.20134
H 2.28671 0.64614 2.57022
N 0.49928 1.45180 1.73724
C -0.85625 -0.91024 -1.20971
C -0.15095 0.40827 -1.03306
H 0.08042 0.74639 -2.04344
H 1.99807 2.39279 2.99452
H -0.89138 1.08711 -0.62093


[3]
33
Properties=species:S:1:pos:R:3 method="wB97M-V/def2-TZVPD" total_charge=0 e_tot_ev=-22877.9195 mol_weight_g_mol=198.16 smiles=O.O.O.O.O.O.O.O.O.O.O
O -0.22394 -0.45231 0.18025
O -2.29246 0.37369 -1.04388
O 3.43402 -1.72955 0.18305
H -2.03515 0.05907 -0.16992
H -0.80975 3.50465 -0.42611
H 0.74239 0.68944 1.96028
H 1.87288 3.93798 -2.49927
O -2.23705 -3.46870 0.71274
H -1.52462 -0.51006 -2.78906
H -0.36999 -0.83691 1.05188
H 0.09830 0.43663 0.36717
H 2.25911 4.11104 -1.03950
H 1.71203 -0.21388 -0.80364
H -2.33540 -0.25885 2.66674
O 0.69739 1.26001 2.73579
H -1.50106 -3.99613 1.04308
H 3.81943 -1.40377 1.00422
H -3.01838 -3.91041 1.06405
H 4.10303 -2.32745 -0.16899
O 1.59302 -2.94502 -1.04865
H 1.63268 1.29818 -0.93565
O -2.27165 -0.19584 -3.31080
O 2.43042 4.46778 -1.91835
H -1.17354 -0.83129 3.46200
H 1.09717 -2.16195 -1.31309
H -3.25528 0.33037 -1.03463
O -1.37490 -0.22572 2.73969
O -1.34772 2.79385 -0.05960
O 2.19570 0.54530 -1.14817
H -2.13254 0.75608 -3.36991
H -1.96858 3.24601 0.52270
H 0.71455 0.64693 3.47931
H 1.46991 -2.98916 -0.09373


Q: Which ΔE to the lowest compared entry with this formula, charge and spin values were calculated for the entries above? A: 0.0000, 1.1217, 3.5944, in eV.
Q: Which HOMO-LUMO gap values were calculated for the entries above? A: 5.417, 10.509, 9.371, in eV.